No. 1
Here is the molecule C2H3F3O at a distorted geometry from the Open Molecules 2025 dataset. Energies are from ωB97M-V/def2-TZVPD.

Positions of all 9 atoms, in Å:
F: 0.08 0.58 -1.64
F: -1.63 1.17 -0.36
F: -1.37 -0.92 -1.10
O: 1.60 -0.34 0.37
C: -0.78 0.18 -0.65
C: 0.27 -0.34 0.78
H: 1.95 0.55 0.37
H: -0.14 -1.29 0.67
H: 0.01 0.40 1.55

For the largest force on an atom, the calculation gives 5.35 eV Å⁻¹. The SMILES is OCC(F)(F)F.



No. 2
Here is a cluster of 2 separate species, C2H3F3S in total at a distorted geometry from the Open Molecules 2025 dataset. Energies are from ωB97M-V/def2-TZVPD.

Positions of all 9 atoms, in Å:
S: -0.47 0.49 -1.33
F: 1.49 2.00 0.97
F: 2.65 0.37 -0.11
F: 1.08 -0.07 1.38
C: 1.54 0.76 0.51
C: -1.46 -0.76 -0.45
H: -2.45 -0.60 -0.81
H: -1.46 -0.39 0.54
H: -0.92 -1.80 -0.70

For the largest force on an atom, the calculation gives 3.62 eV Å⁻¹.



No. 3
Here is the molecule C2H3F3Si at a distorted geometry from the Open Molecules 2025 dataset. Energies are from ωB97M-V/def2-TZVPD.

Positions of all 9 atoms, in Å:
Si: -1.37 -0.20 0.19
F: 2.65 0.34 -0.51
F: 1.01 0.17 1.72
F: 0.97 0.16 -1.87
C: 1.36 0.14 -0.61
C: 0.47 0.18 0.44
H: -1.49 -0.34 -1.31
H: -1.78 -1.34 1.04
H: -1.83 0.89 0.91

For the largest force on an atom, the calculation gives 2.61 eV Å⁻¹. The SMILES is FC(F)=C(F)[SiH3].



The records above yield ΔE to the lowest compared entry with this formula, charge and spin values of 1.2736 3.5790 6.8564 eV, respectively.
The records above yield energy values of -452.806969 -775.677847 -667.020384 hartree, respectively.